Version w
This record from OMol25 describes the molecule C5H9N3. The level of theory is ωB97M-V with the def2-TZVPD basis set.

Calculated values
- SMILES string = [H]/N=C1/NNCC12CC2
- HOMO (eV) = -8.298
- total charge = 0
- HOMO-LUMO gap (eV) = 9.2

Structure (XYZ):
```
17
C5H9N3 (ωB97M-V with the def2-TZVPD basis set)
H 1.7968 -1.8707 0.3964
N 2.1166 -0.8791 -0.1411
C 1.0735 -0.2228 -0.4887
N 1.0596 0.7992 -1.3757
N -0.1101 1.4338 -1.4407
C -0.6104 1.3317 -0.0748
C -0.3267 -0.2599 0.1175
C -0.0783 -0.5979 1.5270
C -1.2299 -1.0808 0.6419
H 1.9757 1.1783 -1.9630
H -0.7007 0.8557 -2.0907
H -0.1572 2.0195 0.5122
H -1.7084 1.4286 -0.3346
H -0.3288 0.0793 2.2807
H 0.7204 -1.4490 1.6951
H -2.3307 -0.6843 0.7401
H -1.1615 -2.0818 -0.0014
```

Mulliken atomic charges, in units of e:
1 H 0.256
2 N -0.868
3 C 0.554
4 N -0.167
5 N -0.490
6 C -0.740
7 C 0.651
8 C -0.974
9 C -0.325
10 H 0.300
11 H 0.270
12 H 0.408
13 H 0.339
14 H 0.323
15 H 0.016
16 H 0.245
17 H 0.202

Version x
This record from OMol25 describes the molecule C5H9N3. The level of theory is ωB97M-V with the def2-TZVPD basis set.

Calculated values
- SMILES string = C=NN/C=N\C(=C)C
- HOMO (eV) = -8.379
- total charge = 0
- HOMO-LUMO gap (eV) = 9.2

Structure (XYZ):
```
17
C5H9N3 (ωB97M-V with the def2-TZVPD basis set)
C 1.2525 1.4964 -0.4981
N 1.8747 0.7241 0.3396
N 1.8762 -0.6391 0.0943
C 0.9585 -1.4048 -0.5624
N -0.2773 -1.2383 -0.8422
C -1.0664 -0.2547 -0.1195
C -1.8806 0.5174 -0.8574
C -1.0831 -0.2728 1.3891
H 1.0888 2.5144 -0.0867
H 0.8422 1.2682 -1.5411
H 2.7070 -1.0955 0.3862
H 1.4391 -2.3685 -0.8099
H -2.4725 1.2852 -0.3720
H -1.9178 0.3953 -1.9257
H -0.1201 -0.0203 1.8474
H -1.3236 -1.2867 1.7360
H -1.8977 0.3797 1.8225
```

Mulliken atomic charges, in units of e:
1 C -0.280
2 N -0.593
3 N 0.077
4 C 0.104
5 N -0.606
6 C 0.595
7 C -0.950
8 C -1.082
9 H 0.296
10 H 0.317
11 H 0.228
12 H 0.359
13 H 0.273
14 H 0.344
15 H 0.282
16 H 0.297
17 H 0.338

Pick the least stable structure from those above. Pick: version w